# C31H31N7O3Re

A structure of composition C31H31N7O3Re in a non-equilibrium geometry (the ωB97M-V functional and the def2-TZVPD basis, OMol25).

- gap between HOMO and LUMO (spin up / spin down) (eV) = 5.79 / 5.98
- charge = +2
- HOMO energy (spin up / spin down) (hartree) = -0.4950 / -0.4950
- 2S+1 = 4

Structure (XYZ):
```
73
Properties=species:S:1:pos:R:3:forces:R:3
Re -0.0269 0.0691 -0.4738 0.5168 -1.0266 0.5827
C 2.1587 2.9404 -2.8290 -0.1086 0.0318 -0.0752
C 1.9182 1.8710 -1.8169 0.9574 0.0146 0.0042
O 0.7006 1.4650 -1.6780 -0.6273 -0.4749 0.6315
C 2.9862 1.3562 -1.0767 -0.3044 0.0705 -0.2510
C 2.9252 0.5120 0.0259 -0.0725 -0.0087 0.0863
C 4.1680 0.1923 0.7812 -0.0481 -0.0687 0.1033
N 1.7363 0.0422 0.5003 -0.4430 0.5412 -0.8696
N 1.7751 -0.4936 1.7353 -0.4392 -0.3434 0.8634
C 0.5590 -0.7638 2.1832 1.4851 -0.0055 -0.0845
O -0.4823 -0.5219 1.4388 -0.5320 0.5095 -1.3670
C 0.4138 -1.2679 3.5423 -0.2361 -0.0973 0.2515
C 1.4411 -2.0066 4.1359 0.0281 0.0500 -0.1788
C 1.3291 -2.4057 5.4527 -0.0521 -0.0178 0.1238
C 0.2103 -2.0458 6.1965 -0.0216 0.0364 -0.1035
C -0.8127 -1.3110 5.6096 -0.0338 -0.0581 0.1013
C -0.7244 -0.9374 4.2820 0.0219 -0.0246 -0.2025
H 1.2235 3.4108 -3.1237 -0.0099 -0.0179 0.0167
H 2.6274 2.5126 -3.7187 -0.0146 -0.0351 0.0091
H 2.8404 3.6942 -2.4375 -0.0016 -0.0152 0.0142
H 3.9642 1.7365 -1.3346 0.0035 -0.0053 0.0095
H 5.0525 0.4193 0.1936 -0.0292 0.0365 -0.0408
H 4.1697 -0.8530 1.0853 0.0239 0.0101 -0.0042
H 4.1909 0.7803 1.7019 -0.0092 -0.0226 0.0132
H 2.3127 -2.2699 3.5517 0.0087 0.0206 0.0313
H 2.1122 -2.9945 5.9102 0.0222 0.0173 -0.0198
H 0.1331 -2.3388 7.2347 0.0095 -0.0136 0.0003
H -1.6788 -1.0293 6.1925 -0.0080 -0.0129 -0.0066
H -1.5215 -0.3727 3.8156 0.0141 0.0221 0.0320
C -2.0744 -3.0982 -0.8790 -0.0668 0.1643 0.1095
C -0.7652 -2.8557 -1.5427 -0.2715 -0.4029 -0.1291
O -0.0090 -1.9486 -1.1055 0.1390 0.9498 -0.0248
C -0.3371 -3.6479 -2.6826 0.3016 0.2220 0.0291
C 0.8974 -3.3559 -3.2931 -0.0849 0.0461 0.1025
C 1.2937 -4.0265 -4.4292 0.0264 0.0002 0.0166
C 0.4638 -5.0006 -4.9788 0.0120 0.0793 0.0795
C -0.7459 -5.3162 -4.3719 -0.0505 -0.1224 -0.0634
C -1.1462 -4.6537 -3.2285 -0.1238 0.0238 0.1156
H -2.2297 -2.3726 -0.0830 -0.0160 -0.0433 0.0118
H -2.0882 -4.1040 -0.4534 0.0168 -0.0016 -0.0116
H -2.8934 -3.0417 -1.5974 0.0126 -0.0096 -0.0117
H 1.5332 -2.6000 -2.8543 0.0399 0.0220 -0.0175
H 2.2463 -3.7985 -4.8870 -0.0178 -0.0074 -0.0232
H 0.7648 -5.5147 -5.8818 -0.0027 -0.0322 0.0152
H -1.3736 -6.0871 -4.7971 -0.0153 0.0110 0.0206
H -2.0870 -4.9188 -2.7627 0.0151 0.0148 -0.0366
C -1.3818 -0.1144 -3.7619 0.0530 0.0370 0.0423
C -2.2004 0.4747 -2.6705 -0.2334 0.0390 -0.2038
N -1.9175 0.4525 -1.3659 0.1752 0.0914 0.0505
C -2.9443 1.1106 -0.7057 -0.2044 -0.0224 0.0812
C -3.8517 1.5127 -1.6214 0.0662 0.0378 0.0835
N -3.3732 1.1111 -2.8524 0.2201 -0.1562 0.2744
C -4.0921 1.2868 -4.1165 -0.0669 0.0424 -0.3768
N -3.2986 1.8882 -5.1327 -0.1327 0.1632 0.1088
N -2.9239 1.1318 -6.2084 0.0007 -0.0662 0.0106
N -2.3435 1.8695 -7.0558 0.1113 -0.0625 -0.2934
C -2.3223 3.1706 -6.5947 -0.3180 0.0626 0.5925
C -1.8342 4.3429 -7.1718 0.0233 -0.0014 -0.0789
C -1.9769 5.5058 -6.4481 0.0653 0.0103 -0.1283
C -2.5801 5.5165 -5.1786 -0.0399 -0.0651 0.0827
C -3.0714 4.3678 -4.5944 -0.1031 0.0266 0.1812
C -2.9486 3.1970 -5.3379 0.3468 -0.0825 -0.4094
H -0.4451 -0.5028 -3.3686 -0.0024 -0.0750 0.0462
H -1.1472 0.6307 -4.5198 0.0092 -0.0047 0.0040
H -1.9188 -0.9233 -4.2614 0.0081 0.0176 -0.0208
H -2.9546 1.2256 0.3649 0.0104 0.0146 -0.0112
H -4.7791 2.0484 -1.5125 0.0010 -0.0285 -0.0130
H -4.9689 1.8982 -3.9078 -0.0049 -0.0303 0.0988
H -4.4121 0.3204 -4.5048 -0.0037 -0.0085 0.0638
H -1.3835 4.3268 -8.1545 0.0317 0.0185 0.0160
H -1.6231 6.4402 -6.8617 0.0037 -0.0145 -0.0131
H -2.6663 6.4555 -4.6484 0.0018 -0.0046 -0.0006
H -3.5273 4.3857 -3.6119 -0.0322 0.0347 -0.0405
```
Positions in Å, forces in eV/Å.

# C33H45BN5O4P2Ru

A structure of composition C33H45BN5O4P2Ru (the ωB97M-V functional and the def2-TZVPD basis, OMol25).

- gap between HOMO and LUMO (spin up / spin down) (eV) = 6.27 / 6.61
- HOMO energy (spin up / spin down) (hartree) = -0.2095 / -0.2219
- energy relative to the best compared isomer or geometry (same formula, charge and spin) (kcal/mol) = 39.30
- 2S+1 = 2

Structure (XYZ):
```
91
Properties=species:S:1:pos:R:3:forces:R:3
Ru 0.4095 0.3577 -0.0269 -0.1610 0.0410 0.8627
C 4.3147 -0.2740 1.9735 0.1255 0.0591 -0.0027
C 3.1547 0.4134 1.2840 0.0433 -0.2311 0.0721
O 2.0935 -0.2648 1.2114 -0.2239 0.0130 0.0180
C 3.3715 1.7120 0.8166 0.0041 0.2476 -0.1102
C 2.4527 2.6004 0.2288 0.0400 -0.1179 0.1266
C 2.9151 4.0066 -0.0464 0.0245 0.0202 0.0082
N 1.2114 2.2477 -0.0620 0.1240 -0.3577 -0.1242
N 0.4721 3.2549 -0.6395 0.6112 0.1235 0.1029
C -0.7819 3.2159 -0.6048 -0.4576 -0.1565 0.1749
O -1.5584 2.2195 -0.0135 0.1029 0.2394 -0.3466
C -1.5721 4.2581 -1.2647 -0.4066 0.3013 -0.2114
C -2.9589 4.1441 -1.3589 0.0982 0.0242 -0.0027
C -3.7007 5.1320 -1.9897 -0.0588 0.0065 -0.0119
C -3.0713 6.2400 -2.5304 -0.0215 0.0148 -0.0101
C -1.6899 6.3584 -2.4395 0.0373 0.0662 -0.0333
C -0.9427 5.3780 -1.8153 -0.0078 -0.0930 0.0474
H 4.0218 -1.2792 2.2685 -0.0220 0.0032 -0.0075
H 4.6269 0.2855 2.8575 0.0117 -0.0124 -0.0132
H 5.1715 -0.3338 1.2986 -0.0109 0.0027 0.0317
H 4.3601 2.1124 1.0009 -0.0187 0.0021 -0.0140
H 3.9444 4.1328 0.2813 -0.0070 -0.0045 -0.0096
H 2.2854 4.7337 0.4660 0.0058 -0.0054 0.0030
H 2.8493 4.2255 -1.1137 -0.0224 -0.0065 0.0125
H -3.4551 3.2777 -0.9463 -0.0030 -0.0201 0.0085
H -4.7764 5.0318 -2.0596 0.0054 -0.0053 0.0048
H -3.6519 7.0102 -3.0216 0.0025 0.0000 0.0007
H -1.1948 7.2250 -2.8596 0.0072 -0.0148 0.0083
H 0.1328 5.4601 -1.7397 -0.0073 0.0035 -0.0048
C 2.2348 0.6862 -2.8648 0.0158 0.0300 -0.0273
P 0.6094 0.1750 -2.1791 -0.2843 0.1636 -0.5287
C -0.4244 1.2198 -3.2994 0.0010 -0.0418 -0.0168
C 0.3350 -1.4935 -2.9200 0.2097 -0.1921 0.0287
C -0.7380 -1.7108 -3.7868 0.0601 -0.0162 0.0194
C -1.0062 -2.9672 -4.3095 -0.0410 -0.0325 -0.0080
C -0.2021 -4.0403 -3.9658 -0.0272 -0.0748 -0.0227
C 0.8580 -3.8463 -3.0935 0.0604 0.0924 0.0250
C 1.1463 -2.5919 -2.5562 -0.0881 0.0672 -0.0657
P 2.5803 -2.3638 -1.3976 0.0581 -0.0020 -0.0467
C 3.8039 -3.5318 -2.1381 0.0343 0.0082 -0.0451
C 2.0282 -3.3898 0.0208 -0.0559 0.0589 -0.0247
H 2.2940 0.4840 -3.9368 0.0128 -0.0038 0.0130
H 3.0488 0.1909 -2.3411 -0.0275 0.0222 -0.0066
H 2.3219 1.7633 -2.7002 -0.0131 -0.0206 -0.0062
H -0.2527 1.0199 -4.3602 0.0108 0.0154 0.0207
H -0.1550 2.2561 -3.0939 0.0068 0.0142 -0.0044
H -1.4845 1.1040 -3.0698 -0.0065 0.0035 -0.0075
H -1.3722 -0.8856 -4.0771 -0.0240 0.0001 0.0116
H -1.8395 -3.1006 -4.9892 0.0158 -0.0071 0.0161
H -0.3987 -5.0263 -4.3694 0.0021 0.0149 0.0015
H 1.4700 -4.6985 -2.8258 0.0202 -0.0034 0.0096
H 3.4767 -4.5706 -2.2026 -0.0351 -0.0069 -0.0026
H 4.6977 -3.5004 -1.5116 0.0016 0.0053 -0.0085
H 4.0848 -3.1850 -3.1345 -0.0100 -0.0196 0.0275
H 1.6123 -4.3523 -0.2890 -0.0195 0.0169 0.0135
H 1.2902 -2.8078 0.5694 0.0578 -0.0495 -0.0093
H 2.8785 -3.5635 0.6830 0.0248 0.0173 -0.0101
C -0.2291 -1.2188 2.9850 -0.0796 0.0405 0.0106
N -0.5710 -2.4567 2.3034 0.1637 -0.0753 0.0715
C 0.0757 -3.6453 2.8341 -0.0149 0.0136 0.0270
C -1.0475 -2.4169 1.0254 -0.1136 0.1532 0.2739
N -0.9443 -1.3427 0.3082 0.2705 -0.1305 -0.4699
N -1.6534 -3.5724 0.5846 -0.0387 -0.0376 0.0357
C -2.5442 -4.3212 1.4549 -0.0077 0.0259 -0.0082
C -1.9117 -3.7388 -0.8293 -0.0005 0.0226 0.0055
H -0.3262 -1.3808 4.0604 -0.0305 -0.0004 0.0075
H -0.9322 -0.4410 2.6880 0.0751 -0.0896 0.0099
H 0.7855 -0.8895 2.7531 -0.0311 -0.0417 0.0398
H 1.1209 -3.4210 3.0662 -0.0112 -0.0041 -0.0038
H 0.0577 -4.4476 2.1004 -0.0203 0.0163 0.0169
H -0.4143 -3.9878 3.7504 0.0132 0.0108 -0.0040
H -1.5474 -1.4053 -0.5005 -0.0265 -0.0119 -0.0589
H -2.4909 -3.9394 2.4702 0.0149 -0.0026 -0.0058
H -2.2848 -5.3827 1.4617 -0.0023 -0.0053 -0.0001
H -3.5788 -4.2247 1.1085 0.0015 0.0038 -0.0058
H -2.8530 -3.2685 -1.1422 -0.0144 0.0105 -0.0010
H -1.9782 -4.8045 -1.0498 -0.0051 -0.0145 -0.0164
H -1.0931 -3.3209 -1.4098 -0.0187 -0.0044 -0.0052
O -0.9595 2.8007 2.2826 0.0264 0.0685 0.0466
B -1.7061 2.1231 1.3282 0.1375 -0.2088 0.1413
O -2.6822 1.3135 1.9003 -0.0181 -0.0059 0.0346
C -2.5008 1.4676 3.2566 0.0367 0.1108 0.0353
C -3.1789 0.8623 4.2882 -0.0314 -0.0100 -0.0978
C -2.7704 1.1882 5.5814 -0.0164 -0.0222 0.0249
C -1.7298 2.0788 5.8095 0.0154 0.0099 0.0690
C -1.0484 2.6882 4.7565 0.0402 0.0215 -0.0800
C -1.4601 2.3607 3.4864 -0.0848 -0.0426 0.0220
H -3.9856 0.1666 4.0973 0.0249 0.0185 0.0071
H -3.2753 0.7356 6.4246 -0.0013 0.0019 -0.0091
H -1.4394 2.3058 6.8274 -0.0067 -0.0045 -0.0272
H -0.2338 3.3806 4.9222 -0.0211 -0.0188 -0.0116
```
Positions in Å, forces in eV/Å.

# C15H27ClN4O6

A cluster of 3 separate species, C15H27ClN4O6 in total in a non-equilibrium geometry (the ωB97M-V functional and the def2-TZVPD basis, OMol25).

- gap between HOMO and LUMO (eV) = 10.01
- HOMO energy (hartree) = -0.3532
- energy relative to the best compared isomer or geometry (same formula, charge and spin) (kcal/mol) = 6.25

Structure (XYZ):
```
53
Properties=species:S:1:pos:R:3:forces:R:3
C -4.1202 -1.3006 2.2859 -0.3918 0.1626 -0.3417
N -4.0246 0.0601 1.7520 0.3436 -0.0538 -0.2327
C -2.7991 0.7583 2.0858 -0.2645 -0.1040 0.1963
C -3.0451 1.9030 3.0832 0.0356 0.0038 -0.4927
C -3.4966 1.2610 4.2997 -0.9485 -0.9842 2.4104
N -3.8158 0.7338 5.2879 0.6481 0.8462 -1.7490
C -1.7073 2.6042 3.3748 0.2122 0.0497 0.7691
N -1.5937 3.2862 4.6611 0.1153 -0.1051 -0.6539
C -4.1309 2.8479 2.4848 -0.5830 -0.1197 0.8241
Cl -5.6760 2.9211 3.4044 0.0763 -0.1261 0.0029
C -3.6739 4.2081 2.3783 0.8606 1.7898 -0.3533
N -3.2423 5.2771 2.2833 -0.5361 -1.0236 0.0919
H -4.6891 -1.8923 1.5846 -0.2629 -0.2202 -0.2134
H -4.6635 -1.3178 3.2171 0.0439 0.0372 0.4560
H -3.1568 -1.7851 2.3814 0.3688 -0.0888 0.1803
H -4.0977 0.0116 0.7516 -0.0854 -0.0255 -0.2176
H -2.0878 0.1002 2.5660 0.2947 -0.3661 0.0752
H -2.3051 1.1468 1.2075 0.0819 0.3057 -0.3944
H -1.4409 3.2705 2.5709 -0.1075 0.2911 -0.3786
H -0.9577 1.8276 3.3771 0.3395 -0.2953 -0.0553
H -1.3740 2.5893 5.3506 -0.1067 -0.0232 0.4623
H -2.4582 3.7356 4.9219 -0.0673 0.2143 0.1168
H -4.4285 2.4806 1.5235 -0.0286 -0.2131 -0.5319
C 0.6387 -2.3274 -2.6075 -0.1527 -0.1721 -0.0085
C 0.9069 -1.8682 -1.1916 0.2864 0.1657 -0.2971
O -0.1949 -2.1671 -0.3178 -0.0362 0.1088 0.0079
C -0.2561 -3.4256 0.1085 -0.0088 0.2029 0.1404
O 0.5279 -4.3002 -0.1366 0.1097 -0.2090 -0.0985
O -1.3329 -3.5406 0.8862 -0.1489 -0.0217 0.0754
C -1.5561 -4.8590 1.3935 -0.1160 -0.1071 0.1196
H -0.3031 -1.9141 -2.9705 0.0424 0.0936 -0.0158
H 1.4433 -2.0007 -3.2659 0.0149 0.0545 0.0212
H 0.5666 -3.4131 -2.6606 0.0701 -0.0129 0.0390
H 1.0136 -0.7860 -1.1604 -0.1208 0.0214 0.0959
H 1.8226 -2.3044 -0.7954 -0.0637 -0.1154 0.0475
H -0.6665 -5.2433 1.8859 0.0581 -0.0097 -0.0713
H -1.8562 -5.5263 0.5876 0.0873 -0.0337 -0.0184
H -2.3634 -4.7782 2.1154 -0.0244 0.1101 -0.0301
C 5.2230 2.5717 -2.2368 0.0579 -0.2122 0.0173
C 4.8970 2.7194 -3.7076 -0.0928 0.3304 0.2310
O 5.4998 1.6785 -4.4900 0.0545 0.0724 -0.0518
C 4.8636 0.5127 -4.4727 0.1367 0.0605 -0.1202
O 3.8361 0.2716 -3.8968 -0.2329 -0.0919 0.1555
O 5.5561 -0.3457 -5.2172 0.0349 -0.0904 -0.0639
C 5.0071 -1.6643 -5.2609 0.0222 -0.1798 -0.0703
H 6.3019 2.5128 -2.0908 0.0113 0.0937 -0.0120
H 4.8390 3.4242 -1.6773 -0.0011 0.0297 -0.0178
H 4.7814 1.6640 -1.8277 -0.0696 0.0182 -0.0188
H 5.3135 3.6463 -4.0959 0.0923 -0.0711 -0.1069
H 3.8218 2.7374 -3.8806 -0.0105 -0.1298 -0.0043
H 3.9613 -1.6419 -5.5576 -0.0376 0.0393 0.0658
H 5.1110 -2.1479 -4.2910 -0.0827 0.0205 0.0286
H 5.5817 -2.2120 -6.0012 0.0817 0.0834 -0.0102
```
Positions in Å, forces in eV/Å.